{
  "formula": "C67H148F12N8O12",
  "method": "the ωB97M-V functional and the def2-TZVPD basis",
  "spin_multiplicity": 1,
  "charge": 4,
  "energy_ev": -140935.134,
  "gap_ev": 4.17,
  "elements": ["C", "C", "C", "C", "N", "C", "C", "C", "C", "C", "H", "H", "H", "H", "H", "H", "H", "H", "H", "H", "H", "H", "H", "H", "H", "H", "H", "H", "H", "H", "C", "C", "C", "C", "N", "C", "C", "C", "C", "C", "H", "H", "H", "H", "H", "H", "H", "H", "H", "H", "H", "H", "H", "H", "H", "H", "H", "H", "H", "H", "C", "C", "C", "C", "N", "C", "C", "C", "C", "C", "H", "H", "H", "H", "H", "H", "H", "H", "H", "H", "H", "H", "H", "H", "H", "H", "H", "H", "H", "H", "C", "C", "C", "C", "N", "C", "C", "C", "C", "C", "H", "H", "H", "H", "H", "H", "H", "H", "H", "H", "H", "H", "H", "H", "H", "H", "H", "H", "H", "H", "C", "C", "O", "N", "H", "H", "C", "H", "H", "H", "H", "H", "H", "C", "C", "C", "O", "C", "N", "H", "H", "H", "H", "H", "H", "H", "H", "H", "H", "H", "H", "C", "C", "C", "O", "C", "N", "H", "H", "H", "H", "H", "H", "H", "H", "H", "H", "H", "H", "C", "C", "C", "O", "C", "N", "H", "H", "H", "H", "H", "H", "H", "H", "H", "H", "H", "H", "C", "O", "O", "C", "F", "F", "F", "C", "C", "H", "H", "H", "H", "H", "H", "C", "O", "O", "C", "F", "F", "F", "C", "C", "H", "H", "H", "H", "H", "H", "C", "O", "O", "C", "F", "F", "F", "C", "C", "H", "H", "H", "H", "H", "H", "C", "O", "O", "C", "F", "F", "F", "C", "C", "H", "H", "H", "H", "H", "H"],
  "positions_angstrom": [[9.355, -8.693, 5.358], [8.286, -7.664, 5.244], [7.256, -7.860, 6.287], [6.193, -6.799, 6.179], [5.006, -6.932, 7.096], [3.941, -7.815, 6.464], [3.304, -6.969, 5.354], [3.665, -5.511, 5.679], [4.311, -5.520, 7.063], [5.311, -7.321, 8.503], [10.143, -8.638, 4.637], [8.839, -9.646, 5.450], [9.969, -8.520, 6.310], [7.742, -7.542, 4.278], [8.777, -6.719, 5.406], [7.772, -7.821, 7.264], [6.761, -8.835, 6.166], [5.765, -6.764, 5.168], [6.628, -5.827, 6.464], [3.152, -7.969, 7.230], [4.459, -8.754, 6.167], [2.179, -7.148, 5.300], [3.770, -7.332, 4.454], [2.846, -4.822, 5.649], [4.345, -5.166, 4.904], [3.563, -5.532, 7.882], [5.130, -4.825, 7.204], [6.016, -6.616, 8.970], [5.721, -8.329, 8.425], [4.430, -7.344, 9.092], [1.517, 4.295, -2.351], [1.969, 5.788, -2.216], [3.451, 5.978, -1.993], [3.746, 6.984, -0.911], [5.135, 6.925, -0.397], [5.639, 5.569, 0.054], [6.794, 5.755, 0.999], [6.454, 7.113, 1.688], [5.395, 7.811, 0.805], [5.966, 7.430, -1.480], [0.467, 4.156, -2.522], [1.822, 3.799, -1.467], [2.101, 3.834, -3.190], [1.391, 6.222, -1.435], [1.662, 6.356, -3.099], [3.911, 6.269, -2.914], [3.916, 5.035, -1.697], [3.133, 6.800, -0.020], [3.593, 8.040, -1.150], [5.952, 5.157, -0.896], [4.760, 5.082, 0.465], [7.738, 5.760, 0.430], [6.799, 5.028, 1.795], [7.350, 7.640, 1.764], [6.017, 6.956, 2.673], [5.689, 8.790, 0.345], [4.429, 7.911, 1.293], [6.213, 6.652, -2.174], [6.925, 7.741, -1.049], [5.545, 8.250, -2.029], [4.514, -0.513, -5.165], [4.666, -1.971, -4.588], [5.899, -2.767, -5.230], [7.285, -2.017, -5.405], [8.231, -1.772, -4.187], [9.522, -1.241, -4.816], [10.605, -1.887, -4.027], [10.044, -3.301, -3.883], [8.611, -2.966, -3.469], [7.605, -0.835, -3.244], [3.818, 0.011, -4.571], [4.172, -0.542, -6.247], [5.459, -0.012, -5.115], [3.681, -2.463, -4.678], [4.817, -1.913, -3.532], [5.607, -3.143, -6.237], [6.025, -3.735, -4.754], [7.272, -1.067, -5.938], [7.902, -2.661, -6.040], [9.523, -0.127, -4.872], [9.450, -1.548, -5.836], [10.688, -1.480, -3.009], [11.575, -1.760, -4.540], [10.492, -3.865, -3.023], [10.195, -3.900, -4.836], [8.514, -2.719, -2.363], [7.869, -3.661, -3.727], [6.844, -1.311, -2.698], [7.261, 0.061, -3.711], [8.354, -0.518, -2.458], [-8.478, 0.177, -10.811], [-7.604, 0.997, -11.255], [-6.010, 0.924, -11.176], [-5.363, -0.325, -10.555], [-4.006, -0.626, -11.003], [-3.578, -1.839, -10.181], [-3.249, -1.295, -8.799], [-2.719, 0.119, -9.006], [-2.952, 0.379, -10.546], [-3.993, -1.016, -12.511], [-9.218, 0.673, -10.204], [-8.161, -0.695, -10.228], [-8.930, -0.562, -11.628], [-8.459, 2.428, -8.071], [-7.881, 1.963, -11.790], [-5.696, 1.952, -10.872], [-5.632, 0.929, -12.273], [-6.031, -1.125, -10.811], [-5.415, -0.146, -9.479], [-2.693, -2.307, -10.615], [-4.404, -2.515, -10.126], [-2.764, -2.144, -8.244], [-4.179, -1.177, -8.155], [-1.690, -0.146, -8.653], [-3.137, 0.954, -8.424], [-2.116, 0.322, -11.271], [-3.364, 1.373, -10.694], [-4.445, -2.005, -12.643], [-2.929, -0.969, -12.853], [-4.521, -0.275, -13.121], [1.150, 4.940, 1.962], [0.175, 5.510, 2.925], [-0.962, 5.337, 2.564], [0.594, 6.138, 4.086], [-2.734, 4.912, 1.458], [1.584, 6.261, 4.245], [-0.363, 6.640, 5.067], [0.779, 5.349, 1.001], [1.022, 3.821, 1.942], [2.242, 5.110, 2.181], [-1.063, 5.854, 5.233], [-1.007, 7.398, 4.658], [0.144, 6.917, 5.972], [-7.318, 0.038, -0.494], [-6.248, -0.225, -1.507], [-5.452, 1.017, -1.634], [-4.330, 0.825, -2.522], [-3.394, 1.949, -2.449], [-5.370, -1.309, -0.963], [-4.474, -1.389, -1.443], [-4.355, -1.634, 0.551], [-5.831, -2.201, -1.098], [-6.814, 0.553, 0.295], [-7.611, -0.923, -0.128], [-8.161, 0.613, -0.825], [-6.541, -0.419, -2.548], [-5.054, 1.392, -0.603], [-6.159, 1.861, -1.976], [-3.380, 2.426, -1.482], [-3.700, 2.697, -3.195], [-2.339, 1.598, -2.648], [-7.218, -3.028, 1.617], [-6.831, -3.571, 2.975], [-6.715, -5.125, 3.001], [-5.691, -5.395, 3.923], [-5.209, -6.771, 3.939], [-5.412, -3.155, 3.290], [-4.752, -2.968, 2.506], [-5.434, -2.292, 3.816], [-5.121, -3.904, 3.913], [-6.443, -3.269, 0.883], [-7.316, -1.869, 1.704], [-8.212, -3.420, 1.390], [-7.492, -3.110, 3.746], [-6.498, -5.523, 2.026], [-7.686, -5.541, 3.287], [-4.375, -6.781, 4.643], [-4.816, -7.073, 2.978], [-6.008, -7.463, 4.172], [-6.677, 2.187, 4.633], [-6.055, 0.829, 5.073], [-7.139, -0.289, 5.061], [-6.712, -1.596, 5.110], [-6.678, -2.248, 6.393], [-4.791, 0.474, 4.399], [-4.945, 0.485, 3.397], [-4.012, 1.046, 4.595], [-3.088, 0.947, 9.634], [-7.682, 2.283, 5.128], [-6.599, 2.193, 3.542], [-6.027, 2.972, 5.041], [-5.718, 0.861, 6.090], [-7.802, -0.200, 4.186], [-7.819, -0.009, 5.916], [-5.647, -2.232, 6.777], [-6.997, -3.275, 6.211], [-7.314, -1.690, 7.113], [4.958, 0.006, -0.645], [4.047, -0.988, 0.084], [5.453, -0.456, -1.731], [4.109, 1.452, -0.724], [4.310, 2.002, 0.500], [4.667, 2.325, -1.670], [2.834, 1.409, -1.052], [2.962, -1.506, -0.770], [2.165, -2.609, -0.028], [2.923, -3.314, 0.285], [1.551, -2.117, 0.669], [1.532, -2.942, -0.813], [3.359, -1.825, -1.680], [2.258, -0.659, -1.003], [5.596, 0.288, 0.144], [-4.287, 4.798, 0.151], [-4.275, 6.202, 0.159], [-3.014, 4.356, 0.691], [-5.413, 4.299, 1.061], [-6.608, 4.889, 0.829], [-5.446, 2.936, 1.089], [-5.070, 4.617, 2.306], [-5.142, 6.844, -0.836], [-5.222, 8.340, -0.593], [-5.513, 8.521, 0.447], [-4.214, 8.730, -0.596], [-5.795, 8.855, -1.392], [-6.109, 6.422, -0.732], [-4.725, 6.629, -1.844], [-4.515, 4.440, -0.872], [-0.396, 1.405, 5.091], [-2.583, 1.824, 9.488], [-1.529, 1.239, 4.717], [0.679, 0.319, 5.265], [1.389, 0.288, 4.067], [1.603, 0.587, 6.240], [0.165, -0.856, 5.607], [-3.101, 3.036, 10.073], [-2.061, 3.569, 11.084], [-2.116, 2.964, 11.953], [-1.064, 3.466, 10.655], [-2.177, 4.648, 11.377], [-3.987, 2.786, 10.641], [-3.276, 3.756, 9.233], [-0.097, 2.471, 5.258], [-2.497, -2.491, 0.699], [-2.295, -1.836, -0.475], [-3.755, -2.015, 1.265], [-2.682, -3.981, 0.427], [-3.558, -4.213, -0.541], [-1.583, -4.689, 0.113], [-3.180, -4.530, 1.552], [-1.460, -0.674, -0.434], [-0.730, -0.558, -1.725], [-1.463, -0.561, -2.524], [-0.197, 0.394, -1.729], [0.011, -1.345, -1.869], [-0.772, -0.678, 0.422], [-2.091, 0.187, -0.247], [-1.674, -2.284, 1.385]],
  "forces_ev_per_angstrom": [[0.83, -0.36, 1.83], [-0.05, 1.24, -1.19], [-0.91, -0.45, 1.27], [0.26, 0.56, 0.50], [-1.58, 1.51, 0.17], [-0.21, -0.12, 0.99], [-1.01, -0.79, 0.29], [0.47, 0.01, -0.19], [0.11, -1.68, -0.10], [1.39, -0.33, -0.89], [-0.01, -0.30, -0.99], [0.69, -0.49, -0.30], [-1.19, -0.29, -0.88], [0.77, -0.57, 0.17], [-0.01, 0.81, 0.02], [-0.50, -0.16, -0.21], [0.36, -0.06, 0.14], [0.42, 0.12, 0.31], [-0.03, -0.28, -0.50], [0.86, -0.36, -0.19], [-0.77, 0.56, 0.14], [1.60, 0.14, 0.05], [-0.27, 0.37, -0.79], [-0.64, 0.17, 0.07], [0.23, 0.25, 0.18], [0.56, 0.21, -0.46], [-0.37, 0.40, 0.26], [-0.09, -0.32, -0.41], [0.15, 0.17, 0.46], [-1.02, 0.03, 0.31], [1.87, 1.07, -1.42], [-1.19, -0.76, -1.08], [0.28, -0.38, 0.41], [-0.83, 0.07, 1.61], [1.04, 0.51, 0.43], [-0.58, -0.27, -1.25], [-0.64, 1.12, 0.12], [-1.16, -0.79, -0.86], [-0.19, 0.99, -0.56], [2.44, 0.00, -0.27], [-0.51, 0.16, -0.06], [0.11, -0.75, 0.95], [-0.62, 0.22, 0.62], [-0.39, 0.42, 0.95], [0.05, -0.15, -0.03], [0.43, 0.18, -0.63], [-0.15, -0.13, -0.06], [-0.20, -0.20, -0.24], [-0.19, -0.19, -0.33], [-0.18, -1.05, 0.22], [0.12, -0.40, 0.12], [-0.28, 0.09, 0.55], [0.24, -0.65, -0.21], [1.20, 1.28, 0.38], [0.22, 0.00, 0.00], [-0.26, -0.68, 0.97], [0.10, 0.16, 0.25], [-0.17, -0.47, -0.45], [-0.16, 0.05, -0.23], [-0.44, 0.43, 0.12], [0.17, -2.29, -1.31], [0.72, 0.57, -1.18], [-0.92, 0.87, -0.27], [-0.15, -1.39, 0.18], [-0.79, 2.01, -1.98], [-0.84, 1.79, 0.35], [0.90, -0.18, 0.15], [0.80, -1.12, 0.51], [0.60, -0.56, 1.36], [1.96, 1.00, 1.09], [-0.82, 0.71, 0.59], [0.38, 0.08, 1.22], [0.45, 0.49, 0.00], [0.69, -0.33, -0.44], [0.28, 0.34, 0.79], [0.36, 0.79, 0.21], [0.29, 0.07, 0.62], [-0.50, 0.08, 0.28], [-0.24, -0.12, 0.10], [-0.16, -0.75, 0.51], [0.61, -0.47, -0.64], [0.03, 0.28, -0.39], [-0.39, -0.37, 0.34], [-0.11, 0.40, -1.03], [-0.58, 0.64, 1.15], [0.39, -0.57, -1.36], [-0.75, -1.49, 0.06], [-1.22, -0.48, 0.41], [-0.40, 0.36, -0.53], [-0.50, -0.42, -0.95], [-6.30, -8.35, 2.22], [8.58, 7.80, -2.47], [-0.78, 0.61, -2.98], [-2.03, 2.49, 0.69], [1.10, -1.66, -0.46], [0.09, 0.40, 0.46], [-3.37, -1.04, 1.60], [2.02, -1.12, -0.61], [0.08, 0.86, -0.13], [1.16, 0.90, 0.35], [-0.96, -0.12, -0.51], [0.70, 0.45, 0.59], [-0.06, 1.77, 0.59], [0.44, -0.28, -0.73], [0.12, -1.38, 0.81], [-0.05, -1.02, 0.44], [-0.96, 0.18, 1.32], [0.06, -0.80, -0.05], [0.39, -0.51, 0.00], [-0.18, 0.18, -0.32], [-0.35, -0.64, -0.32], [0.63, 1.46, -0.45], [0.65, -0.49, -1.00], [-0.11, 1.74, -0.99], [0.02, -0.77, -0.01], [-0.20, -0.38, 0.83], [-0.08, 0.08, 0.00], [0.21, 0.27, 0.24], [-0.90, -0.43, 0.42], [0.03, -0.23, 0.41], [1.74, -0.84, -0.33], [1.05, 0.20, 0.91], [-1.92, 0.53, 0.97], [-0.32, -0.45, -1.18], [-0.44, -0.25, -0.68], [-0.28, -0.08, -0.12], [-0.03, -0.57, -0.91], [0.80, -0.38, 0.29], [-0.02, 1.13, -0.03], [-0.98, 0.14, -0.40], [-0.44, -0.83, 0.64], [0.21, 0.88, -0.13], [0.08, 0.25, 0.26], [0.06, -0.58, -0.33], [1.39, -0.34, -0.55], [1.20, 2.66, 0.82], [0.33, 1.07, 0.88], [0.04, -0.98, -0.97], [-0.13, 0.06, -0.06], [-0.23, 0.33, -0.32], [0.50, -0.26, 0.09], [-0.07, -0.08, -0.02], [0.04, 0.41, 0.87], [-0.73, -0.39, 0.31], [-0.38, 0.20, -0.31], [-0.54, -0.49, 0.35], [-0.57, -0.87, -1.59], [1.03, -1.05, 0.13], [-0.16, -0.01, 0.55], [0.24, -0.13, 0.12], [-1.30, 0.18, -0.03], [-0.36, 1.96, 0.74], [0.81, -0.16, -0.48], [-1.03, 0.91, 0.50], [0.06, -2.23, 0.34], [0.04, 0.92, -0.04], [-0.48, 1.42, -0.19], [-0.39, -0.41, -0.05], [-0.18, 0.71, 0.52], [0.90, -0.18, 0.11], [-0.41, -0.05, -0.10], [0.22, -2.04, -0.28], [0.19, 0.04, -0.46], [0.71, -0.79, -0.38], [0.44, -0.10, -0.67], [0.10, -0.14, 0.26], [-0.41, -0.16, 0.13], [0.08, 0.24, -0.50], [-0.15, -0.06, 0.48], [0.53, -1.03, 1.34], [0.68, -0.18, 0.09], [-1.01, 2.16, 0.07], [0.26, -0.99, 0.69], [0.40, 0.92, -0.16], [-2.05, -1.45, -1.06], [0.28, 0.07, -0.19], [0.71, 0.88, 0.47], [0.84, 2.76, 0.05], [0.69, 0.15, -1.06], [-0.75, 0.35, 0.11], [-0.27, 0.00, -0.29], [-0.16, 0.43, 0.91], [0.34, 0.07, -0.14], [0.54, -0.54, -0.56], [-0.25, -0.11, -0.03], [-0.13, 0.05, 0.37], [0.15, -0.64, -0.42], [-2.25, -0.52, -0.82], [-0.99, 0.52, -1.14], [-0.30, 0.47, -0.21], [2.58, -1.66, -0.92], [-0.90, 0.80, -0.37], [-0.25, -0.42, 1.09], [-0.96, 0.42, 0.44], [-0.35, 2.09, 2.48], [2.07, 1.60, -1.93], [-0.48, -0.49, 0.56], [-0.45, 0.11, 1.57], [-0.72, -1.15, -0.52], [0.82, -0.81, -1.50], [0.55, -0.81, 0.16], [1.37, 0.06, 1.34], [1.18, 0.96, 0.31], [-0.49, 0.25, -0.40], [-1.67, 0.15, -1.06], [1.00, 0.23, 1.32], [0.53, -1.29, -0.23], [-0.98, 0.53, -0.78], [-0.25, 0.46, 0.83], [1.11, -0.04, -0.18], [0.78, -0.33, 0.24], [-0.74, 0.14, -0.39], [0.44, 0.25, -0.38], [0.08, -0.36, 0.86], [-0.97, -0.46, -0.19], [-0.26, 0.02, 0.48], [0.79, -0.27, 0.33], [-1.22, 1.84, -0.26], [-0.51, -2.01, -0.19], [1.12, -0.99, 0.36], [1.53, -0.10, 0.20], [-1.09, -0.45, 1.48], [-0.99, 0.39, -1.03], [0.02, 0.03, -0.93], [0.65, -0.08, 0.09], [-0.15, 1.08, -1.10], [0.09, -0.49, 0.95], [0.03, 0.00, -0.03], [-0.23, -1.02, -0.37], [-0.59, 0.34, -0.25], [-0.12, -0.59, 0.80], [0.58, -0.71, 0.18], [-1.63, 1.35, -0.12], [0.78, -0.39, -0.70], [0.78, -0.42, 0.12], [0.15, -0.85, 0.18], [-0.45, 0.26, -0.34], [0.07, 0.77, 0.19], [-0.06, -0.31, 0.36], [-0.04, 0.23, 0.73], [0.28, 0.28, -0.20], [0.04, -0.06, -0.34], [0.03, 0.06, -0.13], [-0.18, -0.08, 0.00], [-0.01, -0.48, -0.07], [-0.32, 0.32, -0.18], [-0.21, -0.37, 0.39]]
}